No. 1
Molecular formula: C10H18F3NO9SV
Method: DFT, ωB97M-V/def2-TZVPD

```
43
C10H18F3NO9SV, DFT ωB97M-V/def2-TZVPD
V 7.459 -2.153 -22.227
S 9.804 -0.052 -23.788
F 9.296 -0.207 -26.350
F 10.906 1.219 -25.851
F 11.254 -0.938 -25.781
O 7.442 -4.012 -20.986
O 6.793 -3.022 -24.177
O 8.190 -0.443 -20.709
O 9.034 -1.238 -23.414
O 9.458 -3.412 -21.534
O 6.173 -0.404 -22.947
O 8.901 1.109 -23.706
O 5.251 -1.920 -21.805
O 10.991 0.155 -22.886
N 6.420 -2.391 -26.312
C 5.113 -0.833 -22.429
C 7.136 -2.954 -25.331
C 8.675 -0.151 -18.290
C 8.633 -4.241 -21.001
C 10.342 0.029 -25.588
C 9.060 -5.621 -20.547
C 5.087 -1.876 -26.028
C 8.463 -3.482 -25.830
C 7.641 -0.261 -19.439
C 3.792 -0.051 -22.610
H 5.180 -1.079 -25.291
H 9.605 -5.312 -19.651
H 8.601 -3.090 -26.838
H 9.328 -3.218 -25.225
H 4.659 -1.542 -26.974
H 3.449 0.213 -23.610
H 8.288 -6.252 -20.104
H 8.312 -4.551 -25.984
H 3.032 -0.579 -22.033
H 9.269 0.745 -18.469
H 7.076 0.671 -19.548
H 9.418 -0.944 -18.191
H 4.476 -2.724 -25.718
H 8.068 -0.249 -17.387
H 6.922 -1.042 -19.169
H 3.957 0.915 -22.131
H 9.627 -6.262 -21.219
H 6.610 -2.475 -27.298
```

Computed properties:
Expectation value of S²: 3.754
Total energy: -75256.38908 eV
Molar mass: 436.3 g mol⁻¹
Spin multiplicity: 4
Relative energy (zero: lowest compared OMol25 entry of this formula, charge and spin): 2.527 eV
Charge: -2

***

No. 2
Molecular formula: C10H18INO
Method: DFT, ωB97M-V/def2-TZVPD

```
31
C10H18INO, DFT ωB97M-V/def2-TZVPD
I -1.980 -2.642 -1.702
O -2.253 0.268 -1.220
N 1.184 1.086 -3.246
C 0.801 0.596 0.024
C 1.983 0.830 0.979
C -1.163 -0.077 1.730
C -0.187 -0.342 0.614
C 0.316 2.028 -0.201
C 1.632 0.079 -1.186
C -2.526 -0.776 1.704
C 0.841 0.206 -2.428
C 0.257 -1.846 0.652
C -1.618 -0.672 -0.965
H 2.518 0.668 -1.324
H -0.608 1.747 -0.741
H 2.774 1.338 0.486
H -1.230 0.961 1.549
H 0.691 1.188 -4.144
H -2.975 -0.866 2.697
H 1.626 1.425 1.781
H -2.467 -1.750 1.259
H 1.036 -2.037 1.449
H 0.610 -2.319 -0.237
H 0.092 2.599 0.722
H 1.835 -1.045 -1.151
H 1.124 2.647 -0.691
H -0.054 -0.444 -2.585
H -0.649 -2.464 1.012
H -0.663 -0.084 2.665
H -3.301 -0.221 1.119
H 2.354 -0.081 1.378
```

Computed properties:
Total energy: -22296.65029 eV
Molar mass: 295.2 g mol⁻¹
Relative energy (zero: lowest compared OMol25 entry of this formula, charge and spin): 2.573 eV
Charge: 0

***

No. 3
Molecular formula: C10H18N2
Method: DFT, ωB97M-V/def2-TZVPD

```
30
C10H18N2, DFT ωB97M-V/def2-TZVPD
N -0.571 0.329 0.389
N -2.529 2.885 1.858
C 2.756 -1.728 0.038
C -1.843 -0.358 2.445
C 0.304 -1.172 -1.373
C 1.596 -0.982 0.776
C -1.946 1.909 1.719
C 0.211 -0.876 0.084
C 0.150 1.256 2.654
C 1.062 -2.512 -1.685
C -1.048 0.765 1.767
C 2.486 -2.211 -1.375
H 0.808 1.781 1.932
H 2.948 -2.716 0.652
H -0.765 -1.261 -1.685
H -2.298 -0.089 3.512
H 0.637 -3.226 -0.971
H 2.957 -3.095 -1.714
H -1.108 -1.156 2.536
H 0.618 -0.354 -2.075
H 3.581 -1.068 0.009
H 0.989 -2.958 -2.714
H -0.038 1.162 0.010
H 0.464 0.410 3.333
H -2.651 -0.655 1.758
H -0.454 -1.683 0.446
H 1.521 -1.406 1.730
H 2.802 -1.361 -2.045
H -0.176 2.062 3.272
H 2.013 0.012 1.015
```

Computed properties:
Total energy: -13640.25244 eV
Molar mass: 166.3 g mol⁻¹
SMILES string: CC(C)(C#N)NC1CCCCC1
Relative energy (zero: lowest compared OMol25 entry of this formula, charge and spin): 1.862 eV
Charge: 0

***

No. 4
Molecular formula: C10H18N3O
Method: DFT, ωB97M-V/def2-TZVPD

```
32
C10H18N3O, DFT ωB97M-V/def2-TZVPD
O -2.219 0.635 -0.668
N -0.497 -3.170 1.363
N 1.123 -1.555 1.272
N -1.225 -1.004 1.068
C 1.469 -4.346 0.086
C -0.720 1.780 -2.070
C 0.581 2.284 -2.048
C 0.336 -4.387 1.183
C 0.166 2.901 0.289
C 2.095 3.983 -0.886
C -0.147 -1.878 1.230
C -1.029 2.225 0.298
C -1.296 1.488 -0.847
C 0.965 3.015 -0.859
H -3.096 1.013 -0.314
H 2.550 -3.995 0.520
H 2.019 5.023 -1.299
H 2.891 3.394 -1.555
H 1.463 -0.464 1.233
H -1.756 2.442 1.078
H -0.268 -5.288 0.962
H 1.006 -4.070 -0.876
H 0.474 3.499 1.152
H -1.259 -0.033 1.226
H -1.540 -3.273 1.099
H -1.982 -1.359 0.415
H 2.579 4.412 -0.004
H 1.897 -2.192 1.289
H -1.063 1.442 -3.029
H 1.621 -5.404 0.011
H 0.745 -4.607 2.218
H 1.144 2.100 -2.954
```

Computed properties:
Total energy: -17170.96652 eV
Molar mass: 196.3 g mol⁻¹
Relative energy (zero: lowest compared OMol25 entry of this formula, charge and spin): 4.107 eV
Charge: +1

***

No. 5
Molecular formula: C10H18N3O
Method: DFT, ωB97M-V/def2-TZVPD

```
32
C10H18N3O, DFT ωB97M-V/def2-TZVPD
O -0.171 -0.294 -4.807
N 2.441 -0.859 1.672
N 1.040 0.113 3.322
N 0.161 -1.653 2.127
C -0.234 0.298 -3.550
C -1.350 1.279 -1.761
C -0.117 1.337 -1.059
C -0.809 -1.327 1.010
C 1.307 -0.791 2.327
C 1.152 1.003 -1.635
C -2.179 -1.459 1.532
C -1.518 0.765 -3.009
C 0.951 0.650 -2.967
C -0.053 1.875 0.311
H -2.204 1.789 -1.208
H -0.540 -1.837 0.066
H -2.698 -0.534 1.234
H 0.986 1.990 0.740
H -0.759 1.281 1.002
H 0.542 -2.596 2.125
H 0.647 -1.012 -4.703
H 1.914 0.303 -3.450
H 2.062 0.923 -1.118
H 1.778 0.652 3.748
H -0.672 -0.247 0.690
H -0.357 2.988 0.442
H 0.247 -0.016 3.816
H -2.071 -1.530 2.609
H -2.904 -2.179 1.329
H 2.791 -1.778 1.196
H 3.026 0.058 1.569
H -2.410 0.808 -3.600
```

Computed properties:
Expectation value of S²: 0.767
Total energy: -17159.99228 eV
Molar mass: 196.3 g mol⁻¹
Spin multiplicity: 2
Relative energy (zero: lowest compared OMol25 entry of this formula, charge and spin): 4.172 eV
Charge: +2

***

No. 6
Molecular formula: C10H18N4S2
Method: DFT, ωB97M-V/def2-TZVPD

```
34
C10H18N4S2, DFT ωB97M-V/def2-TZVPD
S -0.073 1.777 -0.724
S 2.377 0.830 0.694
N 0.809 1.312 -1.770
N -0.632 2.192 0.554
N 1.894 -0.280 -0.470
N 0.983 0.659 1.606
C -0.265 1.129 1.482
C -0.583 -0.294 3.427
C 2.045 -0.667 -3.818
C -1.068 0.937 2.728
C 1.212 0.043 -1.513
C 0.995 -0.995 -2.701
C 1.190 -2.454 -2.220
C -0.869 2.139 3.709
C -2.555 0.577 2.228
C -0.464 -0.871 -3.346
H -1.186 -1.118 -2.590
H -0.703 -1.506 -4.228
H 2.902 -0.015 -3.576
H -0.724 -1.232 2.839
H 0.417 -0.180 3.947
H 2.269 -2.771 -2.069
H -0.776 2.940 3.058
H 1.385 -0.271 -4.685
H 0.074 2.107 4.229
H -3.256 0.527 3.074
H -1.672 2.250 4.466
H -1.283 -0.483 4.334
H -0.755 0.083 -3.607
H 2.360 -1.642 -4.260
H 0.694 -2.539 -1.220
H 0.644 -3.120 -2.846
H -2.870 1.340 1.462
H -2.517 -0.404 1.806
```

Computed properties:
Total energy: -38283.77043 eV
Molar mass: 258.4 g mol⁻¹
Charge: 0

***

No. 7
Molecular formula: C10H18O2S2
Method: DFT, ωB97M-V/def2-TZVPD

```
32
C10H18O2S2, DFT ωB97M-V/def2-TZVPD
S -0.235 -0.866 -2.505
S 0.801 -2.577 2.113
O 0.965 -2.256 0.603
O -0.236 -0.506 -3.970
C 2.413 3.206 0.148
C -0.932 -2.350 2.661
C 1.747 4.114 1.270
C 0.844 -4.340 2.192
C 1.588 2.727 -0.860
C -0.270 4.247 -0.086
C -1.777 -0.032 -1.882
C 0.451 4.704 1.103
C 0.176 3.355 -0.995
C -0.772 -2.614 -2.505
H -2.654 -0.169 -2.414
H -1.122 -2.782 -1.384
H -1.240 -2.734 3.653
H -1.251 -1.275 2.818
H 1.783 2.020 -1.614
H -1.874 0.897 -1.710
H 2.461 4.249 2.190
H -1.569 -2.693 -3.337
H 3.544 3.028 0.329
H 0.159 -4.697 3.118
H -1.530 -2.844 2.040
H 1.878 -4.538 2.315
H -0.072 5.411 1.629
H -2.084 -0.406 -0.879
H -1.205 4.712 -0.441
H -0.085 -3.342 -2.774
H -0.288 2.954 -2.027
H 0.386 -4.603 1.200
```

Computed properties:
Total energy: -36421.01183 eV
Molar mass: 234.4 g mol⁻¹
Relative energy (zero: lowest compared OMol25 entry of this formula, charge and spin): 5.852 eV
Charge: 0